Record 1
71
Properties=species:S:1:pos:R:3:lowdin_charge:R:1 method="wB97M-V/def2-TZVPD" relative_energy_kcal_mol=0.0 homo_energy_ev=-10.092 energy_ha=-3465.9835 total_charge=+1
Sc -0.76868 0.47231 -0.95607 1.1490
C 4.49460 -1.31449 3.58535 -0.0339
C 5.04906 -0.38504 2.50908 -0.2958
C 6.36982 -0.90068 1.92292 -0.1273
C 6.88918 0.00242 0.79235 -0.1253
C 5.81636 0.27755 -0.21543 -0.1123
C 6.11875 0.50076 -1.57159 0.0777
C 5.06728 0.65175 -2.49106 -0.2120
F 5.33829 0.83590 -3.82476 0.0546
C 3.73975 0.73793 -2.10293 0.0884
C 3.41944 0.54905 -0.73729 -0.0549
C 2.04239 0.64278 -0.35591 -0.2501
O 1.16821 0.90704 -1.28229 -0.1125
C 1.72060 0.33302 0.99115 -0.0056
C 2.75830 0.03850 1.85262 0.0669
N 4.05290 -0.11555 1.45970 0.0395
C 4.43782 0.28566 0.19702 -0.0561
C 0.25658 0.24688 1.54591 -0.5546
O -0.05682 -0.60476 2.39034 0.0748
O -0.55129 1.12766 1.00324 -0.1016
H 5.29150 -1.68798 4.21220 0.0891
H 4.00781 -2.18947 3.17505 0.0965
H 3.76032 -0.80051 4.21123 0.0823
H 5.27401 0.58599 2.97509 0.1652
H 6.27227 -1.92898 1.57018 0.1310
H 7.08560 -0.94640 2.74467 0.1258
H 7.74915 -0.45227 0.25231 0.1337
H 7.27767 0.93547 1.20932 0.1305
H 7.16262 0.52501 -1.88984 0.1391
H 2.92161 0.87165 -2.81658 0.1405
H 2.54529 -0.11589 2.89620 0.1342
N -7.49515 3.37234 1.84815 0.1027
C -6.61947 2.50153 1.24712 -0.2932
C -7.04419 1.78433 0.08779 -0.0061
C -6.16299 0.91419 -0.50485 -0.0568
C -4.92426 0.73668 0.09011 -0.3329
C -4.47667 1.39252 1.23045 -0.0465
C -5.31401 2.34856 1.75620 -0.0200
S -3.78545 -0.18328 -0.82340 0.6439
O -2.75863 -0.57454 0.16858 -0.3773
O -4.41648 -1.20597 -1.62257 -0.2867
N -2.92862 0.76412 -1.81395 -0.1392
C -2.82650 2.11584 -1.74428 -0.4588
N -1.49506 2.43687 -1.74550 0.0157
C -1.13254 3.73774 -1.63355 -0.0642
C -2.09821 4.73314 -1.45763 -0.0352
C -3.43056 4.32432 -1.46411 -0.0789
N -3.79102 3.04127 -1.65255 0.1578
H -8.48209 3.22770 1.70465 0.0982
H -7.27886 3.70449 2.79334 0.1103
H -8.02907 1.96274 -0.31754 0.1134
H -6.39836 0.35671 -1.39556 0.1189
H -3.52257 1.13977 1.67145 0.1177
H -4.96318 2.94731 2.59071 0.1156
H -0.06916 3.92500 -1.66744 0.1211
H -1.76593 5.75337 -1.26692 0.1089
H -4.26815 5.01286 -1.32376 0.1226
O -0.40957 -1.54608 -1.28675 -0.6014
S -0.00673 -2.90450 -0.62378 1.0855
C -1.54853 -3.78968 -0.14105 -0.2660
C -1.50221 -5.18351 -0.79990 -0.1864
C -0.68185 -5.09966 -2.15219 -0.1895
C 0.30399 -3.92706 -2.09363 -0.3001
H -2.39875 -3.17229 -0.45639 0.0929
H -1.53222 -3.83334 0.94291 0.0944
H -2.51193 -5.54374 -0.98207 0.1154
H -1.01715 -5.89449 -0.12695 0.1094
H -1.34840 -4.91642 -3.00270 0.1160
H -0.16379 -6.04463 -2.34536 0.1131
H 0.25080 -3.23999 -2.95215 0.1049
H 1.33313 -4.25954 -1.98709 0.0841

=====

Record 2
63
Properties=species:S:1:pos:R:3:lowdin_charge:R:1 method="wB97M-V/def2-TZVPD" relative_energy_kcal_mol=4.1 homo_energy_ev=-8.208 energy_ha=-1606.7065
C -4.21997 0.25734 -1.75031 -0.1915
C -4.59194 1.48237 -2.59258 -0.1887
H -4.30571 -0.66185 -2.33690 0.0642
H -4.89231 0.16491 -0.88756 0.0679
H -3.20160 0.31802 -1.34577 -0.0292
H -3.92501 1.63756 -3.44158 0.0408
H -5.60265 1.37874 -2.99780 0.0641
H -4.58976 2.39560 -1.99340 0.0611
C 0.34337 -2.38451 -2.03218 -0.1277
C 1.24824 -3.43249 -2.14033 -0.0375
C 2.43375 -3.22462 -2.84414 -0.0395
C 2.70079 -1.96233 -3.37289 -0.0010
H -0.59157 -2.49695 -1.48207 0.1099
H 0.99380 -4.37481 -1.65421 0.1183
H 3.15536 -4.02836 -2.96503 0.1125
H 3.62356 -1.72355 -3.88927 0.1005
N 0.58414 -1.17718 -2.56566 0.0084
C 1.75475 -0.93695 -3.20453 -0.1946
C 1.99881 0.44594 -3.66739 -0.2059
N 1.11694 1.38162 -3.26199 0.0536
C 1.28507 2.65879 -3.61151 -0.1103
C 3.25403 2.12638 -4.86559 -0.0532
C 2.33899 3.07935 -4.42216 -0.0438
H 0.55094 3.38132 -3.25299 0.0952
H 2.40271 4.13572 -4.67568 0.1091
C 3.09322 0.79650 -4.48313 -0.0055
H 3.77912 0.01602 -4.79950 0.0998
H 4.08444 2.41854 -5.50240 0.1102
Hg -1.02615 0.46127 -2.18913 1.1300
C -1.71567 2.47347 -2.32238 -0.2855
H -2.04187 2.63972 -3.35823 -0.0212
H -0.88509 3.13491 -2.06897 -0.0427
H -2.52086 2.66233 -1.60701 -0.0155
O -0.30001 2.58738 0.19169 0.0099
C -0.22252 1.48770 0.71950 -0.5552
N -0.08614 1.27320 2.10153 0.1315
C 0.08901 -0.10191 2.43394 -0.3057
C 0.05016 -0.73315 1.01239 -0.4421
O 0.26827 -1.93280 0.80349 0.0163
N -0.25130 0.23474 0.11352 0.0785
C 1.40400 -0.26189 3.19827 -0.1508
C 2.48302 -0.98067 2.68305 -0.0106
C 3.65889 -1.09849 3.43338 -0.0799
C 3.76400 -0.49011 4.68218 -0.0975
C 2.69195 0.25952 5.18721 -0.0797
C 1.51316 0.37664 4.44434 -0.0491
C -1.11836 -0.64200 3.18520 -0.1414
C -0.98502 -1.52204 4.26613 -0.0175
C -2.13267 -2.02925 4.88589 -0.0813
C -3.39862 -1.68419 4.41240 -0.0990
C -3.52773 -0.81130 3.32537 -0.0766
C -2.38482 -0.27656 2.72256 -0.0192
H 0.15807 2.06678 2.68018 0.1515
H 2.39529 -1.47285 1.71322 0.1081
H 4.48719 -1.67862 3.02673 0.1007
H 4.67978 -0.58850 5.26571 0.0984
H 2.76247 0.74744 6.16012 0.1011
H 0.67162 0.94648 4.85680 0.1252
H 0.00652 -1.80825 4.62365 0.1173
H -2.02488 -2.70226 5.73567 0.1004
H -4.29099 -2.09457 4.88797 0.0983
H -4.51117 -0.54242 2.93985 0.0993
H -2.48102 0.42913 1.89235 0.1166

=====

Record 3
67
Properties=species:S:1:pos:R:3:lowdin_spin:R:1 method="wB97M-V/def2-TZVPD" homo_energy_ev="-10.546 / -10.919" energy_ha=-2785.3999 total_charge=+1 multiplicity=2
Re -0.20450 -1.47846 0.64778 0.7646
N -2.06708 -1.66706 1.75162 0.0053
C -1.95202 -2.07957 3.18705 0.0076
C -1.51850 -3.52611 3.39286 0.0005
C -0.18533 -3.88633 2.74945 0.0027
N -0.30675 -3.61841 1.28762 0.0059
H -2.52655 -0.75863 1.74453 0.0012
H -2.67995 -2.29737 1.23382 0.0007
H -2.92014 -1.93768 3.66909 0.0010
H -1.24688 -1.38345 3.64335 0.0006
H -2.29391 -4.19530 2.99651 0.0001
H -1.48739 -3.70637 4.46665 0.0002
H 0.05702 -4.93471 2.91381 0.0006
H 0.62691 -3.27978 3.14406 -0.0001
H -1.22775 -3.96093 1.01425 -0.0001
H 0.35505 -4.15549 0.73257 -0.0001
O 2.46510 -1.45080 3.78030 0.0144
C 1.88196 -0.84263 2.91521 0.0054
O 1.32898 -1.49698 1.90121 0.0758
C 1.82126 0.64434 2.91844 0.0056
C 2.87075 1.32041 3.53710 -0.0012
C 2.89947 2.70272 3.56606 0.0059
C 1.85708 3.42171 2.99372 -0.0004
C 0.80275 2.75868 2.39243 0.0043
C 0.77981 1.36638 2.34613 0.0041
S -0.63139 0.64123 1.56817 0.0608
H 3.65719 0.73281 3.99169 -0.0001
H 3.72316 3.21926 4.04016 0.0004
H 1.86488 4.50388 3.01639 -0.0001
H -0.01352 3.32086 1.95351 0.0000
O -0.48285 -4.20168 -2.18964 -0.0007
S -0.31892 -2.85847 -1.75971 0.0035
O 0.86222 -2.60830 -0.83434 0.0183
O -1.46611 -2.29005 -0.95967 0.0052
C -0.02017 -1.79295 -3.11127 0.0007
C 0.10854 -2.31579 -4.38570 0.0004
C 0.45666 -1.45894 -5.41838 0.0002
C 0.68175 -0.11537 -5.15137 0.0000
C 0.54681 0.38964 -3.86358 -0.0004
C 0.18262 -0.44442 -2.81494 -0.0024
P -0.13248 0.24225 -1.12924 0.0032
C -1.72572 1.07381 -1.42865 -0.0007
C -2.07393 2.27271 -0.80405 0.0004
C -3.31239 2.85018 -1.03614 0.0003
C -4.22369 2.23535 -1.88214 -0.0007
C -3.88902 1.04125 -2.50406 0.0002
C -2.64690 0.46626 -2.28462 -0.0006
C 1.18477 1.46621 -0.95574 0.0040
C 2.36954 1.04321 -0.35468 0.0011
C 3.42715 1.92532 -0.20259 0.0002
C 3.30778 3.23356 -0.65073 -0.0002
C 2.13566 3.65527 -1.26323 0.0003
C 1.07442 2.77553 -1.41921 0.0006
H -0.05113 -3.37307 -4.55250 0.0000
H 0.56265 -1.84268 -6.42376 0.0000
H 0.96568 0.55289 -5.95408 0.0000
H 0.72671 1.44110 -3.68380 0.0000
H -1.37626 2.76097 -0.13947 0.0007
H -3.56404 3.78485 -0.55208 0.0000
H -5.18939 2.68918 -2.06182 0.0000
H -4.59130 0.55648 -3.16935 0.0000
H -2.40484 -0.45995 -2.78748 0.0000
H 2.46432 0.02481 0.00579 0.0008
H 4.34023 1.59186 0.27322 0.0000
H 4.13087 3.92529 -0.52451 0.0000
H 2.04472 4.67241 -1.62164 0.0000
H 0.16631 3.11507 -1.90037 0.0000